Density functional theory data (ωB97M-V/def2-TZVPD) for an isolated ion of composition C6H12N3O and charge +1.

The geometry in XYZ format:
```
22
Properties=species:S:1:pos:R:3:nbo_charge:R:1
C 2.917 0.133 0.473 -0.48
N 1.557 0.411 0.441 -0.11
N 0.885 1.074 -0.334 -0.16
C -0.434 1.426 -0.070 0.23
C -0.698 2.878 -0.070 -0.66
C -1.326 0.435 0.134 0.13
O -2.723 0.585 0.410 -0.71
C -1.028 -0.996 0.213 0.42
C 0.137 -1.702 -0.421 -0.69
N -2.041 -1.759 0.651 -0.68
H 3.090 -0.778 1.142 0.23
H 3.264 -0.116 -0.540 0.21
H 3.513 0.952 0.849 0.27
H -1.033 3.348 -0.965 0.27
H 0.222 3.351 0.218 0.26
H -1.525 2.892 0.698 0.24
H -3.099 1.388 -0.003 0.52
H 1.035 -1.805 0.287 0.27
H 0.473 -1.140 -1.330 0.27
H -0.149 -2.739 -0.513 0.24
H -2.888 -1.110 0.699 0.46
H -2.200 -2.785 0.588 0.45
```

Computed properties:
- net charge = +1
- ΔE to the lowest compared entry with this formula, charge and spin (kJ/mol) = 459.8
- F_max (eV Å⁻¹) = 4.99
- SMILES string = C/N=N/C(C)=C(/O)C(C)=[NH2+]

=====

Density functional theory data (ωB97M-V/def2-TZVPD) for a 2-piece molecular cluster, C6H12N3O2S overall.

The geometry in XYZ format:
```
24
Properties=species:S:1:pos:R:3:mulliken_spin:R:1
C -2.477 1.676 0.614 0.46
C 0.918 0.104 0.253 0.07
C -3.462 1.134 -0.423 0.01
C -0.181 0.954 0.228 0.42
C 2.553 -2.564 0.547 0.00
C 1.724 -2.005 -0.674 0.00
N -1.259 1.321 0.559 -0.09
N 1.062 3.036 -0.260 0.58
N 2.259 2.790 -0.109 0.39
O 1.986 0.343 0.837 0.09
O 0.668 -1.076 -0.377 0.02
S -4.373 -0.405 0.155 0.09
H -2.820 2.293 1.436 0.01
H -4.209 1.909 -0.687 0.01
H -2.878 0.617 -1.206 0.00
H 2.187 -3.578 0.912 0.00
H 3.584 -2.588 0.332 0.00
H 2.611 -1.712 1.331 0.00
H 1.404 -2.902 -1.342 0.00
H 2.581 -1.499 -1.168 0.00
H 0.465 3.007 0.538 -0.02
H 2.743 2.829 0.725 -0.01
H -5.418 0.277 0.739 0.00
H 2.948 2.747 -0.786 -0.01
```

Computed properties:
- net charge = +1
- spin multiplicity = 3
- ΔE to the lowest compared entry with this formula, charge and spin (kJ/mol) = 386.2
- F_max (eV Å⁻¹) = 6.96

=====

Density functional theory data (ωB97M-V/def2-TZVPD) for C6H12N3O4SbSe4Sn as an isolated structure.

The geometry in XYZ format:
```
31
Properties=species:S:1:pos:R:3:nbo_charge:R:1
Sn -0.990 2.087 -2.355 1.24
N 1.646 2.801 -1.875 -0.66
N 1.532 4.165 -2.199 -0.52
C 0.338 4.836 -1.877 0.88
O 0.361 6.043 -1.761 -0.63
O -0.710 4.063 -1.738 -0.90
H 2.030 2.675 -0.944 0.36
H 2.254 2.348 -2.541 0.37
H 2.350 4.739 -2.071 0.38
Se -3.688 -1.579 1.044 -0.57
Sb -3.557 -0.255 -0.929 0.99
Se -3.109 2.233 -0.861 -0.54
Se -2.516 -1.390 -2.936 -0.24
Se -4.885 -0.959 -2.956 -0.20
O -0.386 0.475 1.252 -0.64
C 0.117 -0.224 0.266 0.82
O -0.125 0.041 -0.902 -0.68
C 0.987 -1.409 0.673 -0.18
N 1.328 -1.291 2.099 -0.65
C 1.117 -2.596 2.748 -0.22
C -0.099 -3.132 2.010 -0.42
C 0.178 -2.730 0.557 -0.40
H 1.847 -1.425 0.004 0.22
H -0.025 0.063 2.070 0.52
H 2.258 -0.930 2.255 0.38
H 0.944 -2.461 3.815 0.21
H 1.973 -3.266 2.616 0.17
H -1.003 -2.635 2.366 0.22
H -0.219 -4.207 2.129 0.23
H -0.737 -2.597 -0.019 0.25
H 0.791 -3.482 0.060 0.22
```

Computed properties:
- ΔE to the lowest compared entry with this formula, charge and spin (kJ/mol) = 22.1
- F_max (eV Å⁻¹) = 0.91

=====

What is the ΔE to the lowest compared entry with this formula, charge and spin in the third record?
22.1 kJ/mol

=====

Which value of F_max does entry 2 give?
6.96 eV Å⁻¹

=====

The lowest F_max belongs to which entry?
C6H12N3O4SbSe4Sn